No. 1
Density functional theory data (ωB97M-V/def2-TZVPD) for C21H19BBrF4N5O3PdS2 as an isolated structure.

- LUMO (hartree) = -0.3511
- HOMO-LUMO gap (eV) = 4.05

ORCA input file:
```
! RIJCOSX wB97M-V def2-TZVPD def2/J DEFGRID3
* xyz 2 1
Pd -1.30 0.95 -1.81
Br 0.91 5.47 3.37
S 2.69 0.26 1.49
S 3.80 1.26 -1.45
F -1.88 3.11 -2.44
F -4.06 3.89 -2.77
F -3.43 2.95 -0.75
F -3.65 1.65 -2.63
O 3.98 0.74 1.04
O -1.33 1.02 -3.92
O 1.90 0.99 2.41
N 2.95 -5.40 2.83
N 1.28 0.74 -2.17
N 1.68 0.29 0.07
N -2.18 -0.89 -1.59
N -1.54 0.96 0.14
C 3.82 -2.18 1.37
C 2.74 -1.41 1.81
C -3.37 -2.82 -2.28
C -2.49 -1.77 -2.53
C 3.89 -3.51 1.69
C -2.29 0.03 0.58
C 3.33 1.46 -3.00
C -3.62 -2.01 -0.05
C 1.92 1.14 -3.21
C -3.95 -2.93 -1.03
C 0.14 4.08 2.38
C -0.99 2.01 0.93
C 0.22 4.08 1.00
C 1.72 -1.98 2.59
C -0.53 3.05 3.04
C -2.73 -1.00 -0.36
C 2.10 0.68 -1.04
C -1.09 2.02 2.32
C 2.88 -4.10 2.48
C -0.34 3.05 0.28
C 1.79 -3.31 2.92
B -3.35 2.96 -2.13
H -1.60 1.24 2.87
H -0.60 3.06 4.12
H -4.65 -3.73 -0.82
H -2.60 0.00 1.62
H 2.27 -5.82 3.43
H -0.33 3.11 -0.81
H 0.71 4.90 0.49
H 1.03 -3.75 3.54
H 4.00 1.82 -3.77
H -3.60 -3.52 -3.07
H 1.44 1.25 -4.17
H 3.75 -5.96 2.56
H 0.92 -1.36 2.95
H -1.36 1.99 -4.03
H -2.26 0.80 -4.11
H 4.62 -1.72 0.80
H 4.73 -4.11 1.37
H -4.05 -2.06 0.94
H -2.02 -1.65 -3.50
*
```

Here are the natural (NBO) charges for atoms 1 to 8, given in e:
1. Pd 1.0906
2. Br 0.1510
3. S 2.2998
4. S 0.7554
5. F -0.6020
6. F -0.5079
7. F -0.5460
8. F -0.5932



No. 2
Density functional theory data (ωB97M-V/def2-TZVPD) for C21H19BeF5Ge2NO3S as an isolated structure in a non-equilibrium geometry.

- LUMO (spin up / spin down) (hartree) = -0.0029 / -0.0935
- <S²> = 0.75
- HOMO-LUMO gap (spin up / spin down) (eV) = 8.05 / 5.99

ORCA input file:
```
! RIJCOSX wB97M-V def2-TZVPD def2/J DEFGRID3
* xyz 0 2
Ge 0.05 0.34 -2.43
Ge 0.53 0.41 0.08
S -3.02 0.92 -0.12
F -1.63 -1.07 1.77
F -6.59 -2.64 0.15
F -5.55 -0.33 -0.76
F -5.20 -4.15 1.97
F -2.71 -3.33 2.76
O -0.87 3.03 0.87
O -0.96 1.72 2.49
O 0.01 3.60 2.73
N -0.58 2.83 2.07
C 2.70 -3.68 1.25
C -4.85 -1.06 0.10
C -1.23 -1.15 -2.77
C 1.65 -2.24 -0.35
C 2.40 -2.77 2.25
C 3.15 3.71 -0.25
C -2.88 -1.42 1.40
C 2.32 -3.41 -0.06
C 1.73 -1.60 1.95
C -4.68 -3.01 1.49
C 3.55 3.96 1.05
C 1.66 0.10 -3.62
C 1.87 1.81 0.51
C -0.84 2.04 -2.93
C 2.30 2.07 1.81
C -5.39 -2.24 0.58
C 2.30 2.65 -0.51
C -3.59 -0.60 0.52
C 1.36 -1.31 0.64
C -3.41 -2.60 1.90
C 3.13 3.13 2.08
Be -1.40 1.50 0.95
H 2.69 -2.98 3.27
H -2.14 -0.99 -2.20
H 1.97 1.43 2.62
H 2.17 -0.84 -3.44
H -1.74 2.18 -2.35
H 2.54 -4.12 -0.85
H 1.36 -2.03 -1.37
H -1.49 -1.15 -3.82
H 1.30 0.10 -4.65
H 3.44 3.33 3.10
H 2.37 0.91 -3.50
H 3.22 -4.60 1.48
H 4.19 4.81 1.27
H -0.20 2.90 -2.77
H -0.82 -2.12 -2.51
H 3.48 4.35 -1.05
H 1.48 -0.90 2.74
H 1.97 2.47 -1.53
H -1.11 2.01 -3.98
*
```

Here are the natural (NBO) charges for atoms 1 to 8, given in e:
1. Ge 1.1690
2. Ge 0.6441
3. S -0.3931
4. F -0.3069
5. F -0.2836
6. F -0.2886
7. F -0.2825
8. F -0.2926



No. 3
Density functional theory data (ωB97M-V/def2-TZVPD) for C21H19Br3N4SeW as an isolated structure.

- LUMO (spin up / spin down) (hartree) = -0.5494 / -0.5494
- HOMO-LUMO gap (spin up / spin down) (eV) = 3.82 / 3.82

ORCA input file:
```
! RIJCOSX wB97M-V def2-TZVPD def2/J DEFGRID3
* xyz 4 1
W 0.03 0.14 -0.59
Br 1.98 1.03 1.01
Br 2.04 -1.54 -0.76
Br 0.86 6.39 -4.06
Se -1.57 -0.40 -2.35
N -0.97 1.96 -0.38
N -1.30 -0.24 0.97
N -1.95 -1.22 -5.03
N -0.12 -2.12 -4.24
C 0.27 5.04 -2.94
C -1.20 -3.22 -8.02
C -0.91 5.20 -2.22
C 1.02 3.86 -2.82
C -1.83 2.04 0.59
C 0.48 -3.55 -6.23
C 0.56 2.88 -1.98
C -0.61 3.03 -1.24
C -0.27 -2.64 -5.50
C -2.89 0.75 2.45
C -3.20 -0.45 -5.19
C -1.41 -1.41 1.63
C -3.00 -0.46 3.14
C -1.94 -2.33 -7.29
C 0.00 -3.83 -7.49
C -2.25 -1.55 2.72
C -1.14 -1.29 -3.95
C -1.45 -2.04 -6.01
C -2.04 0.83 1.37
C -1.36 4.20 -1.37
C 3.07 -0.53 0.58
H -1.49 6.11 -2.32
H 1.20 1.99 -1.86
H -3.14 0.12 -6.11
H 4.01 -0.21 0.13
H -2.36 2.95 0.83
H -3.33 0.23 -4.35
H -4.04 -1.14 -5.24
H -2.31 -2.50 3.23
H -1.53 -3.50 -9.01
H -3.47 1.62 2.75
H 3.18 -1.15 1.46
H 0.54 -4.53 -8.12
H -2.85 -1.89 -7.68
H 1.38 -4.01 -5.85
H -2.29 4.35 -0.83
H 1.94 3.76 -3.38
H 0.59 -2.42 -3.58
H -0.81 -2.24 1.28
H -3.67 -0.55 3.99
*
```

Here are the natural (NBO) charges for atoms 1 to 8, given in e:
1. W 0.9941
2. Br 0.3518
3. Br 0.3494
4. Br 0.2764
5. Se 0.4468
6. N -0.5213
7. N -0.5374
8. N -0.2552



No. 4
Density functional theory data (ωB97M-V/def2-TZVPD) for C21H19BrClN3O6S4SbTl as an isolated structure in a non-equilibrium geometry.

- LUMO (spin up / spin down) (hartree) = 0.1416 / 0.1416
- HOMO-LUMO gap (spin up / spin down) (eV) = 5.82 / 5.82

ORCA input file:
```
! RIJCOSX wB97M-V def2-TZVPD def2/J DEFGRID3
* xyz -2 1
Tl 13.43 10.51 16.79
Sb 13.26 10.12 23.48
Br 15.04 9.82 13.09
Cl 14.75 13.59 16.30
S 13.38 8.90 19.72
S 15.21 10.64 22.00
S 13.54 7.97 24.18
S 13.55 10.55 20.80
O 10.92 10.41 16.30
O 13.86 13.24 17.50
O 7.83 10.67 13.98
O 16.15 13.25 16.59
O 14.59 14.97 15.87
O 14.25 12.63 15.14
N 12.49 10.86 13.79
N 15.08 8.13 16.48
N 11.59 11.59 14.36
C 15.25 5.91 17.33
C 9.33 11.96 15.31
C 8.03 11.79 14.76
C 11.86 5.98 8.97
C 7.01 12.71 15.06
C 16.60 5.87 16.99
C 13.37 9.17 12.45
C 9.57 13.04 16.13
C 8.56 13.95 16.43
C 10.48 10.93 15.17
C 12.77 6.77 9.66
C 14.53 7.07 17.06
C 11.07 7.27 11.36
C 12.24 9.88 12.97
C 10.15 6.52 10.62
C 13.48 8.19 11.51
C 16.37 8.09 16.15
C 12.40 7.44 10.86
C 10.55 5.87 9.44
C 7.29 13.78 15.91
C 17.18 6.98 16.39
H 6.01 12.58 14.65
H 9.82 5.27 8.90
H 17.19 4.98 17.21
H 11.24 9.61 12.59
H 8.77 14.80 17.09
H 6.88 10.58 13.79
H 13.48 7.18 17.32
H 10.57 13.15 16.58
H 13.81 6.87 9.30
H 6.49 14.49 16.15
H 11.87 12.56 14.50
H 9.11 6.43 10.96
H 16.76 9.01 15.71
H 10.79 7.66 12.35
H 14.75 5.03 17.77
H 10.23 10.11 14.45
H 18.23 7.00 16.11
H 12.17 5.46 8.05
H 14.50 7.92 11.18
*
```

Here are the natural (NBO) charges for atoms 1 to 8, given in e:
1. Tl 0.7733
2. Sb 0.7975
3. Br 0.0706
4. Cl 2.3873
5. S -0.5452
6. S -0.4062
7. S -0.8455
8. S 0.0755



No. 5
Density functional theory data (ωB97M-V/def2-TZVPD) for one molecule with the formula C21H19BrFNO3.

- LUMO (hartree) = 0.0240
- SMILES = COc1cc(CNc2ccc(O)cc2)cc(Br)c1OCc1ccccc1F
- HOMO-LUMO gap (eV) = 8.26

ORCA input file:
```
! RIJCOSX wB97M-V def2-TZVPD def2/J DEFGRID3
* xyz 0 1
Br 4.54 1.16 1.23
F 0.62 -0.52 1.78
O -3.59 -0.02 2.69
O 1.19 -1.26 -1.86
O 3.34 -1.20 -0.22
N -1.12 3.25 -1.07
C -0.05 -4.10 -0.10
C 2.99 1.14 0.13
C -2.86 1.70 -0.43
C -0.89 -2.10 0.93
C -2.96 0.80 1.79
C 0.30 3.53 -1.02
C -1.82 1.52 2.12
C -1.12 -3.31 0.30
C -1.19 2.32 1.18
C 1.15 2.29 -0.86
C 2.91 -1.95 0.92
C 1.50 -0.07 -1.29
C 0.78 1.10 -1.48
C 1.25 -3.67 0.12
C 1.50 -2.46 0.75
C 2.28 2.31 -0.06
C 0.41 -1.70 1.15
C -3.48 0.91 0.51
C 2.62 -0.06 -0.45
C -1.70 2.42 -0.11
C 0.02 -1.36 -2.64
H 2.08 -4.28 -0.20
H -0.86 -1.09 -2.06
H -1.40 1.44 3.12
H -0.23 -5.04 -0.59
H -3.27 1.78 -1.43
H 3.62 -2.77 0.99
H -0.09 1.10 -2.12
H -1.71 -1.47 1.24
H -4.37 0.35 0.26
H 0.08 -0.74 -3.54
H -0.04 -2.41 -2.93
H -3.14 0.03 3.54
H 0.56 4.04 -1.95
H 2.59 3.22 0.43
H -0.30 2.85 1.47
H -1.49 3.09 -1.99
H -2.13 -3.64 0.11
H 2.98 -1.33 1.83
H 0.50 4.22 -0.20
*
```

Here are the natural (NBO) charges for atoms 1 to 8, given in e:
1. Br 0.0656
2. F -0.3416
3. O -0.6771
4. O -0.5022
5. O -0.5027
6. N -0.6187
7. C -0.2362
8. C -0.0834



No. 6
Density functional theory data (ωB97M-V/def2-TZVPD) for one molecule with the formula C21H19Cl2N3O4S in a non-equilibrium geometry.

- LUMO (hartree) = 0.0019
- SMILES = O=C(c1ccc(CS(=O)(=O)c2c(Cl)cccc2Cl)o1)N1CCN(c2ccccn2)CC1
- HOMO-LUMO gap (eV) = 7.82

ORCA input file:
```
! RIJCOSX wB97M-V def2-TZVPD def2/J DEFGRID3
* xyz 0 1
Cl -2.90 -3.47 4.60
Cl 0.07 -2.38 0.22
S -0.91 -1.50 3.25
O -2.01 0.38 0.93
O -2.35 0.89 -2.56
O -0.59 -1.81 4.61
O 0.10 -0.82 2.48
N 3.68 2.45 -0.47
N -0.55 1.50 -1.34
N 2.22 1.48 -1.95
C 3.65 3.31 -2.70
C -0.03 2.25 -2.47
C -1.38 -4.59 0.54
C -1.73 0.86 -1.50
C 3.17 2.44 -1.70
C 0.42 1.35 -0.28
C -0.97 -3.39 1.13
C -2.69 -5.09 2.49
C -2.45 -0.48 3.13
C -1.41 -3.04 2.40
C 5.18 4.20 -1.09
C -2.31 0.13 -0.36
C -2.76 -0.44 1.70
C 1.70 0.71 -0.83
C -2.23 -5.43 1.23
C 4.66 4.19 -2.38
C -2.28 -3.89 3.06
C 1.24 1.58 -3.00
C 4.65 3.30 -0.19
C -3.55 -1.23 0.90
C -3.28 -0.85 -0.43
H 2.45 0.68 -0.05
H 5.04 4.87 -3.13
H 0.66 2.34 0.11
H -3.71 -1.24 -1.32
H 0.21 3.27 -2.14
H -3.37 -5.73 3.03
H 5.02 3.25 0.83
H 5.97 4.88 -0.81
H -4.24 -1.97 1.24
H 1.48 -0.30 -1.19
H -2.54 -6.36 0.78
H -3.23 -0.96 3.72
H 3.25 3.29 -3.70
H -1.03 -4.84 -0.44
H 1.00 0.57 -3.34
H -2.19 0.49 3.54
H -0.80 2.28 -3.24
H 1.63 2.14 -3.85
H 0.04 0.74 0.53
*
```

Here are the natural (NBO) charges for atoms 1 to 8, given in e:
1. Cl 0.0532
2. Cl 0.0674
3. S 2.1655
4. O -0.3912
5. O -0.6268
6. O -0.9195
7. O -0.9304
8. N -0.4989



No. 7
Density functional theory data (ωB97M-V/def2-TZVPD) for C21H19Cl4N3O6OsSi as an isolated structure.

- LUMO (spin up / spin down) (hartree) = -0.0049 / -0.0947
- <S²> = 6.03
- HOMO-LUMO gap (spin up / spin down) (eV) = 7.82 / 5.96

ORCA input file:
```
! RIJCOSX wB97M-V def2-TZVPD def2/J DEFGRID3
* xyz 0 5
Os 0.16 -0.25 0.15
Cl -3.82 -2.95 -0.90
Cl -6.39 1.81 -1.22
Cl -6.40 -1.27 -1.58
Cl -3.80 3.28 -0.21
Si 0.41 1.34 -2.64
O -1.58 1.38 0.27
O 2.14 0.18 0.37
O 3.77 0.70 1.80
O -1.63 -1.25 0.05
O 3.96 0.94 4.44
O 2.54 0.66 6.13
N 0.45 0.00 4.45
N 0.35 -0.16 2.29
N 0.08 -0.20 -1.81
C 1.32 2.45 -1.46
C -1.26 -3.66 -3.80
C 1.71 0.30 3.99
C 1.63 0.20 2.64
C -0.35 -3.74 -2.75
C -4.97 0.92 -0.85
C 2.61 0.40 1.55
C -1.71 -2.42 -4.21
C -3.85 1.58 -0.42
C -2.69 -0.60 -0.26
C -0.35 -0.28 3.40
C -2.66 0.85 -0.12
C -1.78 -0.65 3.50
C -1.27 -1.26 -3.57
C 2.79 0.65 4.95
C -0.37 -1.33 -2.51
C -1.14 2.28 -3.13
C 0.09 -2.60 -2.12
C -3.87 -1.25 -0.71
C -4.98 -0.50 -1.01
C 1.45 0.97 -4.15
H 2.32 2.09 -1.23
H -2.35 0.12 4.02
H 0.22 0.00 5.43
H -1.64 -0.30 -3.90
H -1.80 1.77 -3.83
H 0.79 2.62 -0.52
H -2.19 -0.78 2.50
H -1.90 -1.59 4.05
H 0.82 -2.67 -1.32
H -0.84 3.22 -3.59
H 0.94 0.34 -4.87
H 1.41 3.43 -1.94
H -1.72 2.54 -2.24
H 2.37 0.47 -3.85
H -2.41 -2.33 -5.02
H 1.72 1.90 -4.65
H 0.02 -4.71 -2.43
H 3.97 0.88 3.44
H -1.61 -4.56 -4.29
*
```

Here are the natural (NBO) charges for atoms 1 to 8, given in e:
1. Os 1.4661
2. Cl 0.0723
3. Cl 0.0798
4. Cl 0.0825
5. Cl 0.0675
6. Si 1.7962
7. O -0.6208
8. O -0.7031



No. 8
Density functional theory data (ωB97M-V/def2-TZVPD) for one molecule with the formula C21H19ClF2N6 in a non-equilibrium geometry.

- LUMO (hartree) = -0.0158
- SMILES = CCC[C@H](N)c1cccc(-c2cc(Cl)c3cnn(-c4nccc(C(F)F)n4)c3c2)n1
- HOMO-LUMO gap (eV) = 7.96

ORCA input file:
```
! RIJCOSX wB97M-V def2-TZVPD def2/J DEFGRID3
* xyz 0 1
Cl 3.13 4.25 -3.56
F -3.18 -1.31 -0.50
F -5.25 -1.46 -1.42
N -0.83 1.35 -3.96
N -2.58 0.32 -5.04
N -0.40 1.87 -5.19
N -0.47 -1.90 2.04
N 0.99 0.30 1.09
N -2.37 0.05 -2.80
C -1.89 0.47 -3.96
C 1.75 2.28 3.04
C -4.11 -0.72 -1.33
C 2.22 2.73 -1.45
C -4.22 -0.88 -3.87
C -3.66 -0.44 -5.06
C 1.40 -3.53 3.80
C 1.44 0.94 3.38
C 0.58 2.75 -4.76
C 2.08 3.06 -2.79
C 0.05 1.68 -2.91
C 1.37 1.89 -0.75
C 1.56 1.54 0.66
C 0.93 2.55 -3.40
C 0.23 1.37 -1.50
C 2.00 2.46 1.63
C 1.86 -3.20 5.28
C 1.77 -2.27 3.02
C 0.53 -1.32 2.92
C -3.53 -0.53 -2.71
C 1.01 0.07 2.41
H -1.35 -1.46 2.17
H 1.14 3.48 -5.36
H 2.96 -3.16 5.28
H 1.38 0.59 4.47
H 2.00 -2.47 2.00
H 2.46 3.37 1.26
H -0.20 -1.68 1.14
H -4.95 -1.71 -3.89
H -4.45 0.28 -0.94
H 1.59 -4.17 5.77
H 3.12 3.19 -1.08
H 1.98 2.94 3.85
H -4.09 -0.77 -6.01
H 2.65 -1.78 3.52
H 0.03 -1.29 3.88
H 2.03 -4.35 3.37
H 1.39 -2.31 5.69
H 0.31 -3.74 3.61
H -0.36 0.67 -1.04
*
```

Here are the natural (NBO) charges for atoms 1 to 8, given in e:
1. Cl 0.0147
2. F -0.3303
3. F -0.3340
4. N -0.2269
5. N -0.4401
6. N -0.1737
7. N -0.8203
8. N -0.4470



No. 9
Density functional theory data (ωB97M-V/def2-TZVPD) for C21H19ClIrN2O7S as an isolated structure.

- LUMO (hartree) = -0.1658
- HOMO-LUMO gap (eV) = 6.99

ORCA input file:
```
! RIJCOSX wB97M-V def2-TZVPD def2/J DEFGRID3
* xyz 1 1
Ir -0.06 0.32 -0.19
Cl -5.87 0.40 0.34
S -0.05 -0.94 2.62
O -5.92 -2.54 0.28
O 1.92 0.19 -0.38
O 0.21 0.36 1.77
O 0.11 2.25 -0.63
O -4.16 -3.87 0.23
O -0.15 -1.70 0.00
O -1.45 -3.49 0.17
N -2.11 -0.04 -0.08
N -3.24 0.68 0.02
C -1.30 -2.29 0.04
C -3.15 4.87 0.08
C 3.31 4.76 0.05
C 2.78 1.09 -0.21
C -0.02 -0.21 4.24
C -4.73 -2.68 0.21
C -2.45 -1.33 -0.01
C 1.52 -1.79 2.63
C 1.17 2.99 -0.45
C -4.18 2.82 -0.67
C -2.23 2.75 0.76
C -2.19 4.14 0.77
C 4.19 0.59 -0.10
C 2.03 5.24 -0.30
C -3.22 2.11 0.04
C -3.84 -1.47 0.11
C -4.14 4.21 -0.64
C -4.30 -0.16 0.12
C 2.48 2.49 -0.17
C 3.53 3.41 0.09
C 1.00 4.38 -0.55
H 4.11 5.45 0.26
H -0.05 -1.02 4.97
H -4.93 2.32 -1.26
H -3.17 -3.84 0.20
H 4.20 -0.49 -0.22
H 1.45 -2.59 3.37
H 1.87 6.31 -0.37
H 4.52 3.04 0.32
H -3.12 5.95 0.10
H 4.83 1.04 -0.86
H 1.65 -2.21 1.63
H 0.88 0.39 4.35
H -1.42 4.64 1.34
H -4.88 4.77 -1.19
H 0.01 4.74 -0.82
H -1.52 2.19 1.35
H 4.60 0.84 0.88
H 2.31 -1.09 2.88
H -0.91 0.41 4.34
*
```

Here are the natural (NBO) charges for atoms 1 to 8, given in e:
1. Ir 1.4493
2. Cl 0.1614
3. S 1.2473
4. O -0.5468
5. O -0.6055
6. O -0.8451
7. O -0.7155
8. O -0.6575